1.
82
Properties=species:S:1:pos:R:3:lowdin_charge:R:1 method="wB97M-V/def2-TZVPD" orbital_gap_ev="5.265 / 7.076" homo_ev="-5.5 / -7.3" multiplicity=3 lumo_ev="-0.20 / -0.20"
Ti 0.355 -0.752 -0.698 0.902
C 2.099 -0.946 2.450 0.000
C 0.627 -1.191 2.437 -0.275
C -0.051 -1.476 3.623 -0.019
C -1.389 -1.748 3.603 -0.060
C -2.048 -1.815 2.389 -0.128
C -1.340 -1.543 1.237 -0.401
N -0.046 -1.192 1.280 -0.015
Sb -2.388 -2.443 -0.530 1.561
C -3.738 -0.750 -0.842 -0.439
C -4.942 -0.632 -0.151 -0.124
C -5.685 0.535 -0.298 -0.073
C -5.208 1.539 -1.112 -0.029
C -4.001 1.350 -1.788 -0.326
C -3.407 2.421 -2.662 -0.017
N -3.295 0.220 -1.659 0.076
C -1.466 -1.939 -2.450 -0.421
C -1.946 -2.682 -3.509 -0.104
C -1.401 -2.474 -4.764 -0.044
C -0.423 -1.524 -4.921 -0.012
C 0.024 -0.805 -3.817 -0.281
C 1.086 0.242 -3.942 -0.004
N -0.488 -1.025 -2.605 -0.015
H 2.622 -1.901 2.370 0.098
H 2.412 -0.312 1.630 0.057
H 2.387 -0.471 3.387 0.097
H 0.508 -1.481 4.553 0.127
H -1.924 -1.951 4.529 0.120
H -3.092 -2.095 2.333 0.092
H -5.293 -1.432 0.496 0.089
H -6.622 0.661 0.237 0.107
H -5.753 2.471 -1.226 0.117
H -4.154 2.852 -3.335 0.081
H -3.007 3.230 -2.038 0.072
H -2.586 2.004 -3.244 0.078
H -2.724 -3.421 -3.351 0.096
H -1.742 -3.059 -5.615 0.117
H 0.019 -1.327 -5.889 0.117
H 2.031 -0.118 -3.539 0.076
H 1.239 0.508 -4.984 0.084
H 0.797 1.132 -3.388 0.071
I 0.284 -5.607 0.776 0.914
C 1.862 -4.357 0.350 -0.678
C 3.152 -4.689 0.771 -0.251
C 4.188 -3.827 0.504 -0.696
I 6.087 -4.409 1.102 0.911
C 3.976 -2.575 -0.109 -0.241
C 5.005 -1.594 -0.346 -0.071
C 4.649 -0.349 -0.863 -0.095
C 3.350 -0.033 -1.135 -0.160
N 2.304 -0.944 -0.941 -0.056
C 2.659 -2.244 -0.470 -0.164
C 1.591 -3.171 -0.320 -0.429
O 0.383 -2.836 -0.786 -0.344
H 3.333 -5.618 1.299 0.074
H 6.033 -1.821 -0.109 0.041
H 5.411 0.401 -1.045 0.105
H 3.074 0.947 -1.478 0.079
N -0.990 1.639 3.480 0.149
C 0.287 2.123 3.242 -0.364
C 0.875 3.042 4.126 -0.027
C 2.109 3.555 3.812 -0.082
C 2.745 3.152 2.640 -0.070
C 2.093 2.223 1.854 -0.143
N 0.890 1.696 2.135 0.121
H -1.364 1.665 4.410 0.093
H -1.325 0.920 2.859 0.062
H 0.354 3.338 5.031 0.107
H 2.585 4.264 4.480 0.106
H 3.714 3.542 2.352 0.100
H 2.558 1.860 0.940 0.097
Br -1.550 5.839 0.145 0.705
C -1.022 4.039 -0.114 -0.721
C -1.829 3.013 0.355 -0.165
C -1.422 1.699 0.167 -0.175
C -0.232 1.317 -0.487 -0.211
C 0.528 2.410 -0.938 -0.164
C 0.167 3.751 -0.760 -0.137
H -2.761 3.239 0.862 0.102
H -2.085 0.943 0.572 0.069
H 1.475 2.245 -1.450 0.065
H 0.809 4.553 -1.110 0.098

2.
81
Properties=species:S:1:pos:R:3:lowdin_charge:R:1 method="wB97M-V/def2-TZVPD" orbital_gap_ev=7.983 homo_ev=-8.8 lumo_ev=-0.79
Pt -0.655 0.361 0.877 1.378
O -0.083 1.370 -0.726 -0.313
C 0.888 2.396 -0.604 -0.431
C 1.517 2.449 0.817 -0.050
C 2.163 1.138 1.120 -0.215
C 3.529 0.977 1.264 0.017
C 4.041 -0.288 1.481 -0.013
C 3.183 -1.372 1.531 0.006
C 1.824 -1.169 1.372 -0.218
C 0.812 -2.266 1.371 -0.044
C 0.057 -2.387 0.021 -0.429
O -0.746 -1.257 -0.244 -0.328
C 0.996 -2.616 -1.161 -0.157
C 2.203 -3.298 -1.036 -0.046
C 2.998 -3.550 -2.146 -0.073
C 2.590 -3.130 -3.403 -0.101
C 1.385 -2.454 -3.537 -0.081
C 0.596 -2.197 -2.426 -0.026
C -0.913 -3.575 0.184 -0.127
C -0.637 -4.847 -0.302 -0.017
C -1.526 -5.895 -0.091 -0.081
C -2.703 -5.682 0.608 -0.096
C -2.983 -4.413 1.098 -0.075
C -2.098 -3.368 0.885 -0.016
N 1.352 0.069 1.177 0.029
C 2.047 2.104 -1.556 -0.174
C 2.140 0.882 -2.200 0.001
C 3.253 0.575 -2.976 -0.056
C 4.281 1.493 -3.118 -0.089
C 4.190 2.727 -2.482 -0.079
C 3.083 3.027 -1.706 -0.051
C 0.170 3.710 -0.920 -0.132
C -0.656 4.296 0.038 -0.023
C -1.385 5.437 -0.256 -0.076
C -1.312 6.009 -1.518 -0.094
C -0.512 5.421 -2.485 -0.077
C 0.221 4.280 -2.188 -0.020
H 0.753 2.646 1.566 0.090
H 2.244 3.257 0.861 0.134
H 4.170 1.844 1.194 0.125
H 5.108 -0.432 1.596 0.117
H 3.553 -2.374 1.691 0.119
H 0.065 -2.055 2.140 0.114
H 1.273 -3.219 1.628 0.133
H 2.529 -3.655 -0.068 0.104
H 3.935 -4.080 -2.027 0.102
H 3.205 -3.329 -4.271 0.102
H 1.057 -2.120 -4.513 0.109
H -0.338 -1.661 -2.525 0.127
H 0.269 -5.033 -0.864 0.109
H -1.295 -6.877 -0.483 0.101
H -3.397 -6.497 0.769 0.098
H -3.898 -4.235 1.649 0.100
H -2.325 -2.382 1.267 0.093
H 1.337 0.170 -2.080 0.093
H 3.308 -0.391 -3.462 0.088
H 5.147 1.255 -3.722 0.099
H 4.983 3.456 -2.593 0.101
H 3.018 3.994 -1.220 0.122
H -0.752 3.852 1.020 0.096
H -2.016 5.880 0.505 0.102
H -1.881 6.901 -1.748 0.099
H -0.457 5.847 -3.479 0.102
H 0.831 3.827 -2.957 0.117
O -1.905 0.962 4.566 -0.274
S -1.014 0.653 3.488 0.356
O 0.360 0.383 3.803 -0.286
O -1.073 1.799 2.400 -0.501
O -1.569 -0.474 2.579 -0.461
S -2.815 0.750 -0.038 0.785
C -3.994 0.630 1.220 -0.631
N -3.841 1.349 2.352 0.076
C -4.688 1.310 3.390 -0.038
C -5.841 0.577 3.302 -0.034
C -6.074 -0.145 2.130 -0.030
C -5.160 -0.128 1.098 -0.060
H -2.929 1.824 2.441 0.100
H -4.391 1.873 4.261 0.137
H -6.530 0.554 4.131 0.113
H -6.968 -0.748 2.039 0.118
H -5.302 -0.714 0.203 0.115

3.
79
Properties=species:S:1:pos:R:3:lowdin_charge:R:1 method="wB97M-V/def2-TZVPD" orbital_gap_ev="6.432 / 5.538" homo_ev="-13.5 / -13.5" total_charge=+2 multiplicity=2 lumo_ev="-7.04 / -7.95"
Ir 0.655 -0.131 -0.261 1.299
C 2.440 -1.226 6.233 -0.037
C 1.742 -0.047 6.008 -0.045
C 1.448 0.361 4.715 -0.066
C 1.901 -0.410 3.644 -0.343
C 2.599 -1.600 3.869 -0.076
C 2.869 -2.003 5.165 -0.049
P 1.638 0.113 1.942 1.051
C 0.299 1.350 2.115 -0.423
C 0.529 2.719 2.235 -0.079
C -0.536 3.579 2.473 -0.053
C -1.826 3.078 2.584 -0.047
C -2.062 1.713 2.463 -0.060
C -1.004 0.849 2.227 -0.127
C 3.090 0.973 1.336 -0.321
C 3.934 1.738 2.100 -0.043
C 5.101 2.280 1.520 -0.030
C 5.442 1.967 0.233 0.016
C 4.621 1.129 -0.563 -0.145
C 5.008 0.656 -1.844 0.014
C 4.199 -0.179 -2.563 -0.035
C 2.933 -0.561 -2.062 -0.058
C 2.529 -0.093 -0.839 -0.302
C 3.393 0.693 -0.022 -0.218
H 2.639 -1.545 7.247 0.121
H 1.407 0.555 6.842 0.119
H 0.896 1.276 4.558 0.106
H 2.922 -2.212 3.035 0.113
H 3.407 -2.924 5.343 0.120
H 1.536 3.111 2.156 0.109
H -0.355 4.638 2.597 0.120
H -2.650 3.752 2.782 0.119
H -3.065 1.319 2.566 0.117
H -1.179 -0.223 2.176 0.111
H 3.723 1.912 3.149 0.123
H 5.743 2.917 2.112 0.122
H 6.362 2.346 -0.195 0.131
H 5.983 0.930 -2.228 0.131
H 4.518 -0.553 -3.526 0.122
H 2.293 -1.208 -2.648 0.113
F -4.329 -7.718 -2.464 0.160
C -3.720 -7.063 -3.464 -0.595
F -2.907 -7.933 -4.077 0.162
F -4.659 -6.690 -4.340 0.153
C -2.942 -5.883 -2.932 -0.093
C -3.278 -4.590 -3.296 0.014
C -2.553 -3.527 -2.784 -0.012
C -1.497 -3.765 -1.905 -0.242
C -1.158 -5.073 -1.550 0.001
C -1.885 -6.130 -2.064 0.017
C -0.780 -2.659 -1.344 -0.052
C -0.210 -1.699 -0.856 -0.226
H -4.099 -4.417 -3.978 0.128
H -2.796 -2.511 -3.068 0.112
H -0.335 -5.249 -0.872 0.125
H -1.635 -7.147 -1.793 0.137
C -4.335 1.901 -1.107 -0.137
C -3.854 0.466 -1.061 -0.139
N -2.393 0.456 -0.988 0.105
C -1.596 1.452 -1.386 -0.318
N -0.250 1.320 -1.205 -0.107
C 0.670 2.379 -1.680 -0.183
C -0.030 3.721 -1.667 -0.135
C -1.286 3.604 -2.496 -0.113
N -2.129 2.541 -1.942 -0.010
C -3.572 2.617 -2.202 -0.108
H -4.145 2.391 -0.149 0.121
H -5.404 1.936 -1.305 0.134
H -4.186 -0.075 -1.950 0.128
H -4.240 -0.058 -0.188 0.132
H -1.945 -0.405 -0.702 0.071
H 1.023 2.128 -2.683 0.134
H 1.539 2.410 -1.025 0.103
H 0.626 4.492 -2.068 0.136
H -0.296 3.987 -0.641 0.119
H -1.040 3.374 -3.536 0.144
H -1.861 4.528 -2.484 0.134
H -3.796 2.179 -3.179 0.144
H -3.841 3.671 -2.243 0.133

no.,E_tot (eV)
1,-166810.336
2,-80108.691
3,-64676.906